Record 1
Below is C4H3F3N2O4 in the gas phase in a non-equilibrium geometry, with properties calculated with ωB97M-V with the def2-TZVPD basis set.

```
! RIJCOSX wB97M-V def2-TZVPD def2/J DEFGRID3
* xyz 0 1
C -2.13160 0.16204 0.39570
N 1.36033 0.63527 0.09965
H 0.07884 -0.94141 0.76485
O 2.51963 -1.37683 0.41095
F 1.07805 -0.33378 -1.96277
O -2.91566 0.47847 1.22422
C 2.49159 -0.20817 0.37677
O -0.90160 0.81949 0.30354
F 0.36950 0.47089 2.13961
C 1.09897 0.83790 -1.29677
H -2.48186 -1.72295 -0.20847
F 3.55910 0.55046 0.62250
C 0.17852 0.15083 0.82475
H -3.04221 -0.57024 -1.23760
N -2.27224 -0.81989 -0.62388
O 1.01064 1.86792 -1.83304
*
```

## Properties
DFT total energy = -23518.932 eV

These are the Löwdin partial charges, in e, on atoms 1 to 8: C -0.51; N 0.13; H 0.18; O 0.23; F 0.14; O 0.19; C -0.47; O 0.08

***

Record 2
Below is a molecular structure, C5H8N4O5S in a non-equilibrium geometry, with properties calculated with ωB97M-V with the def2-TZVPD basis set.

```
! RIJCOSX wB97M-V def2-TZVPD def2/J DEFGRID3
* xyz 0 1
O 3.12056 -1.58603 -0.27829
H 0.99614 -3.32260 0.84729
N -1.53536 -0.65185 -0.54260
O 4.09624 0.81180 -0.71138
O 1.98779 0.71090 0.64708
N 0.63229 0.24429 -1.36371
S 3.44105 0.09502 0.30265
O 1.59511 2.35221 -1.06723
C -0.03070 1.86658 0.64141
N 0.25257 -3.07553 0.18728
C 1.01840 1.30325 -0.34374
N 1.91221 -0.30473 -1.54098
C 0.63794 -1.93923 -0.46661
H 0.04542 1.41868 1.60562
O 4.05090 -0.09270 1.58662
H -1.12773 1.72359 0.39842
H 0.09060 2.90327 0.82806
H 2.26999 2.09137 -1.76672
H -1.96237 0.05699 -1.27562
C 1.91636 -1.41253 -0.85031
H -2.10445 -1.44957 -0.34721
C -0.16162 -0.85360 -0.69805
H -0.15884 -3.82779 -0.30661
*
```

## Properties
DFT total energy = -32343.714 eV

These are the Löwdin partial charges, in e, on atoms 1 to 8: O -0.06; H 0.11; N 0.12; O -0.22; O -0.17; N 0.05; S 0.73; O 0.03

***

Record 3
Below is 8 unconnected molecules or ions with the total composition H16O8 in a non-equilibrium geometry, with properties calculated with ωB97M-V with the def2-TZVPD basis set.

```
! RIJCOSX wB97M-V def2-TZVPD def2/J DEFGRID3
* xyz 0 1
H -0.11963 0.47097 0.11741
H 1.54733 -2.19177 0.17686
H -1.72188 -1.74462 1.70911
O -1.08666 1.27912 1.53926
H -3.78419 0.52049 0.55341
H 0.25728 -3.03159 0.23980
H -2.38367 0.51672 0.77971
H 0.61269 0.48745 1.94270
H 2.09831 2.97480 -1.25885
O 0.00990 0.01593 -0.76020
O -1.74667 -1.15894 2.43761
O -3.01067 0.26022 0.07048
H 0.70341 0.70148 -1.20339
O 1.42170 0.02355 1.96269
H 0.70510 2.97386 -1.34843
H 1.23479 -0.38167 2.86143
O 0.73501 -2.32031 -0.22095
H 0.46737 -0.88161 -0.73078
H 0.90072 -0.85211 -4.03849
H -0.59959 1.89684 0.96558
O 1.40437 2.38170 -1.11554
H 2.07325 -1.15903 -3.28466
O 1.58208 -0.50285 -3.59356
H -1.30036 -0.27864 2.19881
*
```

## Properties
DFT total energy = -16637.148 eV

These are the Löwdin partial charges, in e, on atoms 1 to 8: H 0.07; H 0.03; H -0.02; O -0.40; H 0.02; H 0.11; H -0.05; H -0.07

***

Record 4
Below is a molecular structure, C41H47N2O2P2PdS2SeSi, with properties calculated with ωB97M-V with the def2-TZVPD basis set.

```
! RIJCOSX wB97M-V def2-TZVPD def2/J DEFGRID3
* xyz -1 1
H -0.77408 2.71153 -0.99603
S -3.27733 5.11039 1.82071
H 3.63342 -6.49961 0.22451
C -0.06810 -2.75167 2.88148
H 2.22018 0.84057 -1.50551
H -0.88750 -0.27330 2.73120
C 4.96091 2.58901 0.53785
H -1.48882 -1.90170 -2.21164
H 0.40276 3.22675 0.17460
C 2.76911 1.56729 0.43094
C -0.82756 -3.89406 3.54510
H -2.63845 -4.66458 2.53971
C 0.96301 -0.38219 -3.43467
H -0.11591 -4.53327 4.06601
C -1.59684 3.03677 0.97702
C -2.71803 1.24089 -1.93328
H -2.54560 -0.29651 4.53129
Se 2.48538 -3.26944 0.50158
H 4.74074 -6.49845 -1.16356
H 1.20610 -5.88810 -1.51289
H 0.44437 1.59811 6.01211
Pd 0.54756 -1.80963 -0.05047
C 0.46243 1.42157 -5.55468
H -4.97006 -0.33035 3.98662
C 3.80117 2.15838 1.16522
C 0.49508 0.91142 -3.19624
C 4.25992 -5.86822 -0.40881
H 3.87207 -2.92466 -3.04350
C -3.69236 -0.28055 0.84786
C -2.04086 -1.00520 -2.46737
H 0.85752 0.23403 3.99321
C 0.66379 2.08574 5.07009
C -1.93815 -0.26356 2.48238
C 1.06563 4.08009 3.79748
C 0.24489 1.79506 -4.23836
O -1.79176 -3.78855 0.11007
S 1.35437 -1.63552 -2.25701
C -0.47206 2.58590 0.04875
H 0.32863 1.23709 -2.18253
C -4.61382 3.99744 1.33904
H 5.03908 -5.43296 0.22135
H 3.70547 2.28052 2.23648
C -1.56302 -4.56657 2.39754
C -2.77261 -0.94057 -3.64524
H 1.25985 -4.61256 -2.73311
P 1.33633 0.77734 1.25917
H -3.98475 2.20680 -3.36237
H -2.47357 2.41046 0.80557
H -1.09622 5.13712 0.96725
C -2.33409 -0.24247 1.14697
C 1.28804 3.31184 2.66661
C 4.40533 -3.62144 -2.39794
H -4.02090 -0.29336 -0.18323
H 2.27487 -6.05900 -2.91769
H -4.74796 4.00138 0.25618
Si 3.23506 -4.50974 -1.22337
N -0.37624 -2.68726 1.55343
H 1.55539 -1.73818 -4.98563
H -4.44110 2.98006 1.68614
P -1.00172 -0.16834 -0.11085
C 0.88087 1.31650 3.93160
C 1.16215 1.92017 2.70600
H 5.74790 3.04649 1.12539
C 4.11299 1.81482 -1.56577
H -1.30743 2.87752 2.01721
H 6.02236 2.76741 -1.32056
C 1.86290 -5.34528 -2.19642
H -0.12662 2.78822 -4.00932
H -2.74702 2.08665 -1.25934
H 4.94102 -4.34871 -3.01794
C 0.94357 0.14170 -5.81116
C 2.95874 1.37588 -0.93478
O 0.65407 -1.98110 3.49144
H -1.49753 -3.46305 4.29147
H 0.26369 2.11074 -6.36594
C -3.45269 0.21876 -3.98044
H 1.15302 5.15872 3.74337
C 5.11593 2.43051 -0.83259
C -2.87691 -0.28744 3.49972
H 1.12602 -0.17437 -6.83197
H -2.23459 4.67103 -0.29295
C -1.98310 0.09711 -1.61622
H 1.57691 3.80362 1.74572
C -4.23239 -0.30861 3.19360
C 0.73809 3.46702 5.00178
C -3.43593 1.30613 -3.11593
C -1.95355 4.49509 0.75039
H -4.00417 0.27566 -4.91080
H -1.16764 -5.55422 2.15664
C -1.28125 -3.66142 1.20627
H -5.69122 -0.34556 1.62129
H 4.22933 1.65039 -2.63000
H -5.52252 4.37688 1.80401
C -4.63688 -0.31395 1.86761
H 5.13901 -3.05088 -1.82353
H 0.56162 4.06816 5.88538
C 1.18833 -0.74056 -4.77451
H -2.79287 -1.79653 -4.30747
N -0.04323 1.20446 0.26321
*
```

## Properties
DFT total energy = -167314.642 eV

These are the Löwdin partial charges, in e, on atoms 1 to 8: H 0.10; S 0.79; H 0.02; C -0.56; H 0.03; H 0.06; C -0.10; H 0.07

***

In eV, the E_HOMO values for the records above are, in order, -11.115 -8.654 -8.818 -4.386.
In eV, the gap between HOMO and LUMO values for the records above are, in order, 11.38 8.65 8.71 6.58.
In eV, the lowest unoccupied orbital energy values for the records above are, in order, 0.2603 -0.0055 -0.1082 2.1959.